Entry 1:
The following is a quantum chemistry calculation of a molecular structure, C9H12N6O2PdS in a non-equilibrium geometry, from the Open Molecules 2025 dataset.

```
31
Properties=species:S:1:pos:R:3
Pd -1.236 0.632 -2.072
C 0.206 1.438 2.539
C 0.013 0.941 1.126
N -0.911 1.388 0.340
N -1.736 2.396 0.764
C -2.739 2.642 -0.016
N -3.554 3.715 0.436
S -3.306 1.906 -1.492
C 0.866 -0.103 0.606
C 1.709 -0.977 1.295
C 2.358 -2.056 0.707
C 2.482 -2.158 -0.787
C 1.178 -2.279 -1.637
N 0.537 -0.489 -0.726
H -0.492 2.254 2.719
H 1.230 1.792 2.682
H 0.019 0.638 3.262
H -3.006 4.365 0.987
H -4.004 4.163 -0.348
H 1.826 -0.844 2.370
H 3.013 -2.683 1.302
H 3.214 -2.920 -1.069
H 0.999 -3.154 -2.259
N -1.256 -2.017 -1.323
N 0.060 -1.869 -0.786
C 1.507 -0.695 -1.928
O 2.851 -0.893 -1.397
O 1.322 0.004 -2.941
H -1.881 -1.797 -0.551
H -1.384 -1.047 -1.947
H 0.118 -2.296 0.146
```

The value obtained for the HOMO energy is 0.7 eV. The charge is -2.

Löwdin population analysis, charges in e, atoms 1 to 5: Pd 0.07; C -0.07; C -0.32; N -0.04; N -0.06

=====

Entry 2:
The following is a quantum chemistry calculation of 2 unconnected molecules or ions with the total composition C9H12O2SSi in a non-equilibrium geometry, from the Open Molecules 2025 dataset.

```
25
Properties=species:S:1:pos:R:3
C -3.872 -1.539 0.275
C -2.518 -1.557 0.498
C -4.310 -0.349 -0.026
C -1.868 -0.388 0.256
C 1.235 -1.184 0.169
C 0.301 1.955 0.418
C 1.030 -2.763 0.124
C 1.639 2.367 0.928
C 3.157 1.763 -1.651
O 2.366 -0.762 -0.077
O -0.571 2.700 0.092
Si -0.052 0.112 0.362
S -3.054 0.879 -0.001
H -4.405 -2.464 0.298
H -2.083 -2.543 0.306
H -5.257 -0.003 -0.233
H 1.707 -3.072 0.960
H 1.390 -2.906 -0.839
H 0.024 -2.992 0.397
H 2.477 2.141 0.301
H 1.686 1.912 1.858
H 1.653 3.518 0.998
H 2.131 2.162 -1.845
H 3.086 0.657 -1.769
H 4.106 2.359 -1.799
```

The value obtained for the HOMO energy (alpha / beta) is -8.7 / -7.3 eV.

Löwdin population analysis, charges in e, atoms 1 to 5: C -0.22; C -0.24; C -0.38; C -0.60; C -0.51

=====

Entry 3:
The following is a quantum chemistry calculation of a molecular structure, C9H12O4 in a non-equilibrium geometry, from the Open Molecules 2025 dataset.

```
25
Properties=species:S:1:pos:R:3
C -1.855 2.066 2.059
C -0.027 1.202 1.064
C 0.198 -0.222 0.923
C 0.713 -0.520 -0.240
C 0.953 0.375 -1.233
C 0.890 1.802 -1.125
C 0.404 2.217 0.115
C 1.071 -2.064 -0.667
C -0.277 -2.743 -1.053
H -1.862 2.713 1.097
H -2.130 2.689 3.042
H -2.383 0.866 2.121
H -0.028 -0.863 1.659
H 1.149 -0.296 -2.216
H 1.128 2.673 -1.659
H 0.304 3.905 -0.478
H 1.327 -2.508 0.310
H 2.782 -2.337 -1.438
H -0.511 -2.064 -1.957
H -0.470 -3.971 -1.384
H -1.930 -3.471 -0.034
O -0.503 1.734 2.287
O 0.513 3.560 0.549
O 1.815 -2.327 -1.705
O -1.270 -2.417 -0.035
```

The value obtained for the HOMO energy is -8.4 eV.

Löwdin population analysis, charges in e, atoms 1 to 5: C -0.11; C -0.16; C 0.04; C -0.21; C -0.03

=====

Entry 4:
The following is a quantum chemistry calculation of a single C9H12O4S2 molecule in a non-equilibrium geometry, from the Open Molecules 2025 dataset.

```
27
Properties=species:S:1:pos:R:3
O -3.070 -0.769 2.512
O 1.530 -1.965 -3.098
O 3.585 -0.751 -2.964
O 1.397 0.402 -2.039
C 1.277 -1.079 -0.140
C -0.576 0.318 -0.827
C 0.611 -1.497 0.984
C -1.295 -0.106 0.297
C 0.695 -0.143 -1.009
C -0.669 -0.908 1.307
S -1.682 -1.034 2.834
C -1.781 1.839 3.231
C -1.219 0.484 3.713
C 1.682 0.165 -4.637
S 2.121 -0.608 -3.103
H 2.202 -1.660 -0.308
H -1.043 1.026 -1.423
H 1.002 -2.293 1.601
H -2.347 0.134 0.545
H -1.380 1.880 2.210
H -2.873 1.904 3.217
H -1.420 2.691 3.836
H -0.213 0.677 3.545
H -1.428 0.434 4.804
H 2.149 -0.471 -5.347
H 2.099 1.185 -4.697
H 0.644 0.147 -5.043
```

The value obtained for the HOMO energy is -8.9 eV.

Löwdin population analysis, charges in e, atoms 1 to 5: O -0.52; O -0.30; O -0.29; O -0.16; C -0.02

=====

Entry 5:
The following is a quantum chemistry calculation of a single C9H12OSi molecule in a non-equilibrium geometry, from the Open Molecules 2025 dataset.

```
23
Properties=species:S:1:pos:R:3
C -1.566 2.110 -1.525
Si -0.679 1.246 -0.107
C 0.374 2.277 1.093
C -1.907 -0.132 1.287
O -1.166 -1.350 1.333
C -0.188 -1.467 0.425
C 0.460 -2.707 0.391
C 1.746 -2.783 -0.188
C 2.195 -1.748 -1.012
C 1.446 -0.546 -1.117
C 0.218 -0.383 -0.409
H -2.401 1.433 -1.702
H -1.931 3.057 -1.068
H -1.069 2.404 -2.414
H 0.021 3.328 1.379
H 0.346 1.658 1.981
H 1.396 2.509 0.704
H -2.987 -0.367 0.770
H -2.133 0.176 2.234
H 0.137 -3.499 1.004
H 2.391 -3.618 -0.253
H 3.249 -1.883 -1.283
H 2.046 0.285 -1.524
```

The value obtained for the HOMO energy is -8.1 eV. The structure (SMILES) is C[Si]1(C)COc2ccccc21.

Löwdin population analysis, charges in e, atoms 1 to 5: C -0.18; Si 0.76; C -0.20; C -0.14; O -0.11

=====

Entry 6:
The following is a quantum chemistry calculation of a molecular structure, C9H13AsCoO7S3 in a non-equilibrium geometry, from the Open Molecules 2025 dataset.

```
34
Properties=species:S:1:pos:R:3
Co 0.717 0.046 -1.682
O 1.408 -2.596 0.834
S 1.202 -1.591 -0.188
O 2.327 -1.475 -1.136
O 1.008 -0.202 0.386
O -0.014 -1.830 -1.018
C -0.729 -1.824 4.309
As 0.088 -0.919 2.618
C -1.419 -1.501 1.546
C -0.705 0.970 2.884
C -1.800 1.019 3.854
C -1.516 1.065 5.224
C -2.515 1.015 6.172
C -3.844 0.934 5.783
C -4.148 0.908 4.432
C -3.147 0.958 3.479
H -1.791 -1.635 4.439
H -0.210 -1.530 5.220
H -0.580 -2.897 4.176
H -2.357 -1.352 2.086
H -1.313 -2.546 1.269
H -1.417 -0.914 0.634
H -1.001 1.232 1.869
H 0.126 1.613 3.184
H -0.478 1.103 5.530
H -2.268 1.033 7.228
H -4.632 0.885 6.525
H -5.183 0.852 4.120
H -3.399 0.960 2.428
O 0.131 2.762 -4.255
S 0.322 1.736 -3.243
O 0.209 0.354 -3.777
O 1.613 1.842 -2.518
S -1.058 1.814 -1.795
```

The expectation value of S² is 0.770. The value obtained for the HOMO energy (alpha / beta) is -2.2 / -2.3 eV. The charge is -2. The multiplicity is 2.

Löwdin population analysis, charges in e, atoms 1 to 5: Co 0.41; O -0.41; S 0.18; O -0.34; O -0.49

=====

Entry 7:
The following is a quantum chemistry calculation of a molecular structure, C9H13AsN3O3PReS4SeTe, from the Open Molecules 2025 dataset.

```
37
Properties=species:S:1:pos:R:3
Re -0.123 -1.070 0.711
S 1.809 -5.315 0.785
As 2.763 -3.671 1.300
S 1.794 -1.906 -0.253
S 0.089 -1.400 2.685
S 4.042 -2.706 2.450
Se -3.890 0.305 0.425
N -4.698 -1.126 -0.186
C -3.816 -2.110 -0.337
C -3.973 -3.445 -0.815
C -2.847 -4.231 -0.879
C -1.570 -3.758 -0.485
N -1.407 -2.529 -0.014
C -2.515 -1.742 0.037
N -2.276 -0.515 0.470
H -4.945 -3.814 -1.118
H -2.914 -5.247 -1.244
H -0.693 -4.391 -0.548
C -0.452 3.324 -2.272
C 1.005 3.117 -2.560
O 1.490 1.822 -1.965
P 1.645 1.456 -0.490
O 0.378 0.694 0.047
Te 3.479 -0.134 -0.328
O 1.856 2.754 0.301
C 1.726 3.101 1.740
C 2.574 2.229 2.622
H -0.753 4.274 -2.716
H -0.651 3.392 -1.201
H -1.063 2.540 -2.718
H 1.651 3.890 -2.153
H 1.221 2.972 -3.614
H 0.662 3.046 1.959
H 2.045 4.139 1.759
H 2.274 1.178 2.587
H 2.452 2.573 3.650
H 3.631 2.308 2.371
```

The value obtained for the HOMO energy is -17.9 eV. The charge is +3.

Löwdin population analysis, charges in e, atoms 1 to 5: Re 0.78; S 0.29; As 0.01; S -0.10; S 0.46

=====

Entry 8:
The following is a quantum chemistry calculation of a molecular structure, C9H13BeClO4 in a non-equilibrium geometry, from the Open Molecules 2025 dataset.

```
28
Properties=species:S:1:pos:R:3
C -1.707 -2.263 -0.166
C -0.615 -1.059 0.231
C 0.678 -1.735 0.963
C 0.643 -3.363 1.119
O 1.810 -4.029 0.901
O -1.491 -0.125 0.955
C -2.171 0.799 -0.014
O -3.019 1.805 0.216
O -1.752 0.509 -1.424
C -0.487 -0.255 -1.176
C 0.755 0.739 -1.515
C 1.501 1.448 -0.250
C 0.641 2.626 0.510
Cl 1.828 4.054 0.816
H -1.223 -3.046 -0.926
H -2.664 -1.855 -0.702
H -2.088 -2.817 0.819
H 0.749 -1.290 2.062
H 1.668 -1.462 0.375
H -0.267 -4.029 1.430
H -0.325 -1.137 -1.962
H 0.305 1.625 -2.179
H 1.528 0.194 -2.241
H 1.902 0.729 0.580
H 2.467 1.992 -0.693
H -0.279 3.028 -0.090
H 0.357 2.231 1.600
Be 1.256 6.688 0.761
```

The value obtained for the HOMO energy is -15.5 eV. The charge is +2.

Löwdin population analysis, charges in e, atoms 1 to 5: C -0.03; C -0.35; C -0.03; C -0.05; O 0.02